This record from OMol25 describes C37H52N6O2P2ReSi2 as an isolated structure in a non-equilibrium geometry. The level of theory is the ωB97M-V functional and the def2-TZVPD basis.

Output
LUMO (alpha / beta) = -6.092 / -5.852 eV
Relative energy (zero: lowest compared OMol25 entry of this formula, charge and spin) = 2.303 eV
Orbital gap (alpha / beta) = 0.238 / 0.236 hartree
Total charge = +2
<S²> = 0.78
2S+1 = 2

CARTESIAN COORDINATES (ANGSTROEM)
Re -0.34 -0.37 0.29
C -2.34 0.14 3.60
Si -0.50 0.61 3.72
C 0.22 -0.18 5.31
C -0.21 2.49 3.64
N 0.31 -0.11 2.33
P 1.94 -0.22 2.03
C 1.66 -0.39 0.28
P 1.87 0.29 -1.36
N 0.29 0.01 -1.75
Si -0.49 0.42 -3.27
C -0.92 -1.28 -4.05
C 0.70 1.39 -4.39
C -2.03 1.52 -2.94
C 2.20 2.07 -1.37
C 1.18 2.90 -0.93
C 1.36 4.27 -0.93
C 2.56 4.81 -1.37
C 3.59 3.98 -1.79
C 3.42 2.61 -1.77
C 2.93 -0.68 -2.46
C 3.59 -0.21 -3.59
C 4.24 -1.11 -4.42
C 4.21 -2.47 -4.15
C 3.55 -2.93 -3.03
C 2.91 -2.04 -2.18
C 2.46 -1.79 2.76
C 3.57 -1.92 3.59
C 3.81 -3.13 4.23
C 2.95 -4.21 4.02
C 1.86 -4.08 3.18
C 1.61 -2.87 2.55
C 2.94 1.14 2.68
C 3.09 1.32 4.05
C 3.78 2.42 4.53
C 4.32 3.34 3.64
C 4.17 3.16 2.27
C 3.49 2.06 1.79
H -2.86 0.50 4.48
H -2.48 -0.94 3.56
H -2.83 0.58 2.74
H -0.54 -0.75 5.83
H 0.55 0.59 6.00
H 1.05 -0.85 5.12
H -0.75 2.99 4.45
H -0.57 2.91 2.70
H 0.84 2.74 3.74
H -0.07 -1.63 -4.62
H -1.76 -1.20 -4.74
H -1.14 -2.05 -3.32
H 1.39 0.73 -4.91
H 1.28 2.12 -3.82
H 0.14 1.94 -5.15
H -2.40 1.44 -1.93
H -2.83 1.28 -3.63
H -1.77 2.56 -3.09
H 0.24 2.46 -0.59
H 0.57 4.92 -0.60
H 2.70 5.88 -1.38
H 4.52 4.40 -2.13
H 4.23 1.96 -2.06
H 3.61 0.84 -3.83
H 4.76 -0.75 -5.30
H 4.71 -3.16 -4.81
H 3.52 -3.99 -2.81
H 2.39 -2.38 -1.30
H 4.23 -1.09 3.75
H 4.65 -3.23 4.89
H 3.14 -5.15 4.52
H 1.20 -4.92 3.03
H 0.75 -2.74 1.90
H 2.67 0.61 4.75
H 3.89 2.57 5.59
H 4.86 4.20 4.02
H 4.58 3.88 1.58
H 3.38 1.90 0.73
N -2.04 -2.15 0.06
C -3.35 -1.64 0.48
C -4.57 -2.32 -0.15
C -4.59 -2.59 -1.66
C -4.44 -1.38 -2.60
N -5.16 -0.19 -2.19
C -6.46 -0.08 -1.95
N -7.35 -0.86 -2.56
N -6.85 0.87 -1.10
C -3.36 -0.08 0.32
O -4.44 0.50 0.25
O -2.24 0.49 0.26
H -2.05 -2.37 -0.94
H -1.82 -3.01 0.56
H -3.43 -1.78 1.56
H -5.44 -1.71 0.11
H -4.70 -3.30 0.33
H -5.54 -3.08 -1.87
H -3.81 -3.30 -1.93
H -4.76 -1.68 -3.61
H -3.39 -1.08 -2.67
H -4.61 0.44 -1.60
H -7.07 -1.43 -3.33
H -8.34 -0.72 -2.43
H -6.16 1.25 -0.47
H -7.82 1.08 -0.94